{
  "formula": "C17H26I3N2O3",
  "method": "ωB97M-V/def2-TZVPD",
  "symbols": ["C", "C", "I", "C", "I", "N", "C", "N", "O", "C", "C", "C", "C", "C", "C", "C", "C", "C", "C", "O", "I", "H", "H", "H", "H", "H", "H", "H", "H", "H", "H", "H", "H", "H", "H", "H", "H", "H", "H", "H", "H", "C", "C", "O", "C", "H", "H", "H", "H", "H", "H"],
  "coordinates": [[-0.008, 2.515, -3.945], [-1.398, 1.985, -3.631], [-2.769, 2.010, -5.257], [-1.728, 1.540, -2.412], [-3.739, 0.884, -2.042], [-0.834, 1.458, -1.291], [-1.158, 1.972, -0.103], [-0.190, 1.732, 0.753], [-0.377, 2.148, 2.030], [0.834, 2.609, 2.681], [1.268, 1.698, 3.869], [1.262, 0.216, 3.423], [0.492, 1.999, 5.187], [-0.964, 2.514, 4.991], [0.452, 0.822, 6.188], [0.831, 1.031, 0.138], [0.421, 0.869, -1.150], [1.191, 0.131, -2.224], [0.317, -1.039, -2.788], [0.396, -1.406, -3.913], [-1.101, -1.991, -1.425], [0.528, 1.802, -4.593], [-0.031, 3.457, -4.511], [0.526, 2.667, -2.999], [-2.048, 2.492, 0.235], [0.571, 3.575, 3.141], [1.665, 2.823, 1.996], [2.322, 1.975, 4.052], [1.539, -0.490, 4.211], [0.320, -0.065, 2.925], [2.048, 0.114, 2.650], [1.043, 2.810, 5.697], [-1.472, 1.918, 4.213], [-1.534, 2.334, 5.913], [-1.008, 3.579, 4.725], [-0.143, 1.156, 7.052], [-0.026, -0.084, 5.790], [1.440, 0.551, 6.592], [1.736, 0.702, 0.629], [2.075, -0.328, -1.750], [1.561, 0.772, -3.027], [0.312, -6.515, -3.758], [-0.732, -5.869, -4.638], [-1.317, -6.498, -5.487], [-1.012, -4.403, -4.412], [0.412, -7.564, -4.028], [1.276, -6.022, -3.899], [0.010, -6.448, -2.711], [-0.107, -3.819, -4.582], [-1.373, -4.245, -3.394], [-1.780, -4.071, -5.110]],
  "lowdin_charge": [-0.14, -0.77, 0.91, -0.73, 0.86, -0.04, -0.01, -0.04, -0.03, -0.11, -0.30, -0.06, -0.37, -0.07, -0.09, 0.06, -0.25, -0.08, -0.73, 0.04, 0.91, 0.09, 0.09, 0.07, 0.17, 0.13, 0.14, 0.15, 0.08, 0.09, 0.07, 0.14, 0.08, 0.08, 0.08, 0.08, 0.08, 0.09, 0.14, 0.14, 0.11, -0.02, -0.50, 0.08, -0.05, 0.08, 0.08, 0.08, 0.07, 0.01, 0.09],
  "molar_mass_g_mol": 687.12,
  "spin_multiplicity": 1,
  "homo_energy_ev": -11.1,
  "e_tot_ha": -1891.33672,
  "charge": 1
}